Record 1
Here is a 2-piece molecular cluster, C2H6NO2S2 overall in a non-equilibrium geometry from the Open Molecules 2025 dataset. Energies are from ωB97M-V/def2-TZVPD.

Element x y z (Å)
C (-0.603, -0.040, 1.462)
S (-1.372, 1.574, 1.153)
S (-0.171, 2.383, -0.318)
H (0.271, -0.181, 0.776)
H (-1.342, -0.801, 1.194)
H (-0.363, -0.091, 2.538)
H (0.499, 3.210, 0.513)
N (1.260, -2.810, -1.868)
C (0.912, -2.015, -0.721)
O (0.927, -2.583, 0.373)
O (0.580, -0.840, -1.019)
H (1.586, -3.764, -1.833)
H (1.308, -2.306, -2.747)

Results
- E_HOMO (alpha / beta): 2.906 / -2.212 eV
- 2S+1: 2
- Max |F|: 1.5 eV Å⁻¹
- Total energy: -29425.545 eV
- Net charge: -2

---

Record 2
Here is one molecule with the formula C7H16O2 in a non-equilibrium geometry from the Open Molecules 2025 dataset. Energies are from ωB97M-V/def2-TZVPD.

Element x y z (Å)
C (-1.877, -0.279, 0.578)
C (-0.965, 0.669, -0.196)
C (-1.304, 2.118, 0.162)
C (0.675, 0.413, 0.011)
C (1.122, 0.729, 1.439)
C (0.960, -0.999, -0.447)
C (0.586, -1.357, -1.876)
O (0.551, -1.966, 0.474)
O (2.514, -1.012, -0.435)
H (-1.642, -0.287, 1.646)
H (-2.927, 0.022, 0.474)
H (-1.831, -1.298, 0.187)
H (-1.195, 0.550, -1.261)
H (-0.649, 2.825, -0.356)
H (-2.332, 2.358, -0.135)
H (-1.233, 2.294, 1.240)
H (1.160, 1.120, -0.670)
H (0.846, 1.748, 1.728)
H (0.682, 0.046, 2.169)
H (2.210, 0.661, 1.522)
H (0.842, -0.551, -2.569)
H (-0.477, -1.592, -1.975)
H (1.157, -2.239, -2.187)
H (0.375, -2.787, -0.012)
H (2.752, -1.189, 0.489)

Results
- Relative energy (zero: lowest compared OMol25 entry of this formula, charge and spin): 0.819 eV
- E_HOMO: -9.883 eV
- 2S+1: 1
- Max |F|: 3.5 eV Å⁻¹
- Total energy: -11613.431 eV
- Structure (SMILES): CC(C)[C@@H](C)C(C)(O)O

---

Copy entry 2 word for word.
Here is one molecule with the formula C7H16O2 in a non-equilibrium geometry from the Open Molecules 2025 dataset. Energies are from ωB97M-V/def2-TZVPD.

Element x y z (Å)
C (-1.877, -0.279, 0.578)
C (-0.965, 0.669, -0.196)
C (-1.304, 2.118, 0.162)
C (0.675, 0.413, 0.011)
C (1.122, 0.729, 1.439)
C (0.960, -0.999, -0.447)
C (0.586, -1.357, -1.876)
O (0.551, -1.966, 0.474)
O (2.514, -1.012, -0.435)
H (-1.642, -0.287, 1.646)
H (-2.927, 0.022, 0.474)
H (-1.831, -1.298, 0.187)
H (-1.195, 0.550, -1.261)
H (-0.649, 2.825, -0.356)
H (-2.332, 2.358, -0.135)
H (-1.233, 2.294, 1.240)
H (1.160, 1.120, -0.670)
H (0.846, 1.748, 1.728)
H (0.682, 0.046, 2.169)
H (2.210, 0.661, 1.522)
H (0.842, -0.551, -2.569)
H (-0.477, -1.592, -1.975)
H (1.157, -2.239, -2.187)
H (0.375, -2.787, -0.012)
H (2.752, -1.189, 0.489)

Results
- Relative energy (zero: lowest compared OMol25 entry of this formula, charge and spin): 0.819 eV
- E_HOMO: -9.883 eV
- 2S+1: 1
- Max |F|: 3.5 eV Å⁻¹
- Total energy: -11613.431 eV
- Structure (SMILES): CC(C)[C@@H](C)C(C)(O)O